{
  "formula": "C8H6Cl2NRhS5Sb",
  "method": "wB97M-V/def2-TZVPD",
  "homo_ev": [-7.10, -7.90],
  "e_tot_ha": -3625.37389,
  "e_above_lowest_kcal_mol": 22.1,
  "spin_multiplicity": 2,
  "species": ["C", "C", "Sb", "C", "Rh", "H", "S", "C", "C", "N", "Cl", "H", "S", "S", "C", "S", "H", "H", "C", "Cl", "C", "H", "S", "H"],
  "xyz": [[2.85, 1.32, 0.17], [0.12, 3.14, -2.94], [-3.30, -0.40, -0.27], [3.76, 3.38, -0.63], [-0.18, 0.23, -0.53], [5.81, 3.77, -0.12], [-0.26, -1.81, 0.46], [2.31, -0.61, 1.13], [4.99, 3.08, -0.03], [1.87, 0.33, 0.35], [-1.33, 3.51, -3.85], [3.64, 4.31, -1.16], [3.96, -0.45, 1.66], [1.38, -1.92, 1.71], [5.15, 1.92, 0.70], [-1.95, -1.02, -1.95], [1.73, 2.75, -0.95], [6.09, 1.70, 1.19], [4.07, 1.05, 0.79], [0.36, 1.37, -2.77], [2.69, 2.51, -0.53], [0.01, 3.55, -1.94], [-2.02, 1.35, 0.38], [0.98, 3.54, -3.46]]
}



{
  "formula": "C8H6F2N2O3",
  "method": "wB97M-V/def2-TZVPD",
  "homo_ev": -8.88,
  "e_tot_ha": -843.23465,
  "e_above_lowest_kcal_mol": 32.7,
  "smiles": "[O-][N+](O)=C(F)F.O=C=Nc1ccccc1",
  "species": ["N", "N", "C", "O", "H", "H", "O", "C", "F", "C", "F", "C", "H", "H", "O", "C", "C", "H", "H", "C", "C"],
  "xyz": [[1.83, -2.20, 1.97], [0.29, 1.41, 0.73], [-0.51, 1.36, -0.38], [1.23, 0.79, 2.77], [-2.03, 3.56, -2.45], [2.07, -1.05, 3.47], [1.85, -1.29, 1.14], [-1.29, 0.18, -2.36], [1.40, -4.42, 2.61], [0.79, 1.01, 1.73], [1.15, -3.83, 0.53], [1.38, -3.40, 1.76], [-2.46, 1.41, -3.75], [-1.48, -0.84, -2.81], [2.06, -1.98, 3.37], [-0.56, 0.21, -1.19], [-1.06, 2.55, -0.88], [-0.22, -0.82, -0.83], [-0.78, 3.51, -0.61], [-1.84, 1.35, -2.76], [-1.81, 2.51, -2.06]]
}



{
  "formula": "C8H6F3NS",
  "method": "wB97M-V/def2-TZVPD",
  "homo_ev": -8.15,
  "e_tot_ha": -1060.97769,
  "e_above_lowest_kcal_mol": 0.0,
  "smiles": "Cc1[nH]c2ccsc2c1C(F)(F)F",
  "species": ["S", "H", "C", "H", "F", "C", "C", "C", "C", "N", "H", "H", "H", "C", "C", "F", "F", "H", "C"],
  "xyz": [[-2.59, 1.71, 1.88], [2.27, -0.47, -0.95], [0.84, 0.51, 0.21], [2.12, 1.28, -1.39], [2.13, 2.25, 2.32], [0.28, 1.50, 1.02], [-1.27, -0.05, 0.59], [1.02, 2.64, 1.63], [-1.06, 1.12, 1.26], [-0.06, -0.48, 0.07], [-2.82, -1.48, 0.14], [2.93, 0.86, 0.21], [-4.51, 0.47, 1.04], [-2.62, -0.54, 0.55], [-3.45, 0.25, 1.21], [1.58, 3.54, 0.75], [0.22, 3.27, 2.46], [0.04, -1.25, -0.57], [2.16, 0.45, -0.46]]
}



{
  "formula": "C8H6FI2OP",
  "method": "wB97M-V/def2-TZVPD",
  "homo_ev": [-7.45, -7.45],
  "e_tot_ha": -1420.14298,
  "e_above_lowest_kcal_mol": 21.4,
  "smiles": "O=C=c1c(I)ccc/c1=C(/F)I.P",
  "species": ["C", "H", "H", "C", "C", "P", "C", "C", "I", "C", "I", "F", "C", "H", "H", "H", "O", "C", "H"],
  "xyz": [[-1.25, -2.37, 0.68], [1.04, -1.22, -3.77], [-2.20, -1.85, 2.44], [0.06, -2.67, 0.07], [0.19, -3.13, -1.16], [1.70, -0.94, -2.57], [-0.08, -1.79, 2.73], [-2.33, -2.46, -0.16], [-4.34, -2.36, 0.30], [1.17, -2.22, 2.22], [3.14, -2.83, -0.04], [-2.07, -2.73, -1.49], [1.26, -2.59, 0.87], [1.99, 0.39, -2.76], [0.38, -0.93, -2.14], [2.20, -2.15, 2.77], [0.40, -3.42, -2.28], [-1.19, -1.91, 2.03], [-0.09, -1.53, 3.78]]
}



{
  "formula": "C8H6FN3O",
  "method": "wB97M-V/def2-TZVPD",
  "homo_ev": -9.50,
  "e_tot_ha": -647.70648,
  "smiles": "N#Cc1ccc(NC(=O)CF)cn1",
  "species": ["C", "O", "H", "H", "F", "C", "H", "H", "H", "C", "C", "N", "C", "N", "C", "H", "N", "C", "C"],
  "xyz": [[-0.32, -0.08, 1.95], [-0.01, 0.86, -3.57], [1.27, -0.68, -2.11], [-1.53, 1.72, -1.01], [-2.03, 1.98, -3.04], [1.73, -0.61, 0.37], [-1.16, 0.33, 2.53], [2.52, -0.66, -0.33], [-2.38, 0.29, -1.86], [-0.30, 0.71, -2.41], [0.63, -0.09, -0.23], [1.82, -1.14, 1.56], [-0.42, 0.32, 0.66], [0.63, 0.16, -1.59], [0.75, -1.79, 3.63], [-1.24, 1.10, 0.43], [0.78, -2.50, 4.66], [0.83, -0.97, 2.37], [-1.60, 1.07, -2.02]]
}



{
  "formula": "C8H6I2O3",
  "method": "wB97M-V/def2-TZVPD",
  "homo_ev": [-8.87, -8.87],
  "e_tot_ha": -1129.43592,
  "e_above_lowest_kcal_mol": 12.1,
  "species": ["H", "C", "C", "H", "O", "I", "C", "H", "H", "H", "C", "I", "O", "C", "C", "C", "H", "C", "O"],
  "xyz": [[2.22, 1.61, 0.37], [-1.08, 0.96, 0.66], [1.30, 1.24, 0.00], [0.29, 1.03, -2.02], [0.98, -1.75, 1.58], [-2.04, 2.04, -0.91], [-0.43, -1.18, -0.30], [2.10, 0.64, -1.88], [0.47, 1.81, 1.91], [1.63, -1.45, -0.57], [-0.08, -1.43, 1.12], [-2.28, -1.98, -0.84], [-1.14, -1.00, 1.95], [1.13, 0.57, -1.31], [0.30, 1.42, 0.87], [-1.84, -0.04, 1.31], [0.75, -1.46, -2.19], [0.80, -0.99, -1.16], [-3.06, -0.02, 1.39]]
}



{
  "formula": "C8H6N2S",
  "method": "wB97M-V/def2-TZVPD",
  "homo_ev": -9.00,
  "e_tot_ha": -816.04029,
  "e_above_lowest_kcal_mol": 69.7,
  "species": ["C", "N", "H", "C", "H", "C", "H", "H", "C", "H", "H", "C", "C", "C", "C", "S", "N"],
  "xyz": [[-1.69, 0.57, -1.08], [4.95, 0.35, -0.33], [-2.86, -1.06, 1.52], [-2.12, -0.76, 0.83], [-3.57, 0.50, 0.04], [-0.42, 0.05, -1.20], [-2.05, 1.13, -1.91], [0.96, 1.55, 1.18], [3.89, 0.47, 0.06], [0.25, 0.15, -2.15], [-0.27, -1.88, 1.62], [-2.53, 0.17, -0.09], [0.00, -0.90, -0.27], [-0.75, -1.18, 0.86], [2.57, 0.68, 0.31], [1.67, -1.40, -0.28], [1.97, 1.55, 0.92]]
}



{
  "formula": "C8H6N4O",
  "method": "wB97M-V/def2-TZVPD",
  "homo_ev": -10.13,
  "e_tot_ha": -602.57021,
  "e_above_lowest_kcal_mol": 37.5,
  "species": ["H", "N", "C", "N", "C", "H", "H", "C", "N", "C", "H", "C", "C", "H", "H", "N", "C", "C", "O"],
  "xyz": [[-1.49, -2.11, -0.60], [-0.51, 2.74, 1.39], [-0.57, -1.39, -0.71], [2.64, -1.06, 2.53], [1.89, 0.01, 0.36], [-0.15, -1.14, 1.40], [-0.70, -0.77, -1.60], [1.62, 2.05, -0.94], [1.55, 2.52, -1.98], [-0.27, -0.66, 0.51], [-1.59, 2.76, 1.56], [2.44, -0.50, 1.53], [-0.08, 1.66, 0.86], [2.11, 1.87, 1.05], [0.25, -2.06, -0.96], [2.87, -1.12, -1.74], [1.44, 1.42, 0.37], [2.44, -0.58, -0.81], [-0.81, 0.55, 0.77]]
}



{
  "formula": "C8H6O4",
  "method": "wB97M-V/def2-TZVPD",
  "homo_ev": -0.77,
  "e_tot_ha": -609.28222,
  "e_above_lowest_kcal_mol": 21.6,
  "smiles": "O=C([O-])C1(C(=O)[O-])C#CCCC1",
  "total_charge": -2,
  "species": ["H", "H", "H", "O", "O", "C", "H", "O", "C", "C", "O", "C", "C", "C", "H", "H", "C", "C"],
  "xyz": [[-1.23, 0.40, -0.80], [-0.87, 1.23, 1.49], [-1.55, -0.35, 1.74], [3.22, 1.76, -1.22], [2.80, -1.78, -1.33], [1.01, 0.35, -0.55], [1.24, 1.38, -0.99], [3.52, -2.09, 0.76], [-0.72, 0.19, 1.43], [1.63, -0.04, 1.50], [4.15, 1.58, 0.79], [-0.39, -0.13, -0.09], [2.39, 0.04, 0.26], [0.53, -0.16, 2.05], [-0.51, -1.21, -0.39], [1.17, -0.35, -1.44], [3.31, 1.29, -0.07], [2.97, -1.41, -0.13]]
}



{
  "formula": "C8H7F2N",
  "method": "wB97M-V/def2-TZVPD",
  "homo_ev": -8.79,
  "e_tot_ha": -563.39725,
  "e_above_lowest_kcal_mol": 68.4,
  "smiles": "N#C\\C(=C/C=C\\C=C\\F)CF",
  "species": ["C", "H", "C", "H", "C", "C", "C", "H", "F", "H", "C", "H", "F", "H", "C", "H", "N", "C"],
  "xyz": [[0.87, -0.98, 0.17], [-0.33, 0.86, -0.97], [1.27, 1.09, 1.57], [-2.50, -1.30, 1.01], [1.54, 0.10, 0.60], [-0.80, 1.36, -0.19], [-1.53, 0.75, 0.77], [-2.15, 1.22, 1.59], [2.86, 0.20, -1.37], [1.35, -1.53, -0.61], [-1.53, -0.79, 0.80], [3.92, -0.31, 0.23], [-0.59, 2.69, -0.11], [3.16, 1.54, 0.10], [-0.40, -1.47, 0.51], [-0.44, -2.52, 0.45], [1.22, 1.92, 2.35], [3.00, 0.40, 0.00]]
}



{
  "formula": "C8H7F3OSe",
  "method": "wB97M-V/def2-TZVPD",
  "homo_ev": -8.86,
  "e_tot_ha": -3085.26023,
  "e_above_lowest_kcal_mol": 2.5,
  "smiles": "O[C@H]([Se]c1ccccc1)C(F)(F)F",
  "species": ["F", "H", "H", "H", "Se", "C", "H", "H", "C", "F", "H", "C", "C", "C", "F", "O", "C", "H", "C", "C"],
  "xyz": [[-1.52, -1.66, -1.09], [0.82, 0.92, -2.46], [0.35, 0.67, 1.76], [-3.89, 0.62, 0.72], [-1.31, 1.37, -0.39], [-1.99, -0.19, 0.60], [-1.45, -0.39, 1.49], [4.16, -0.23, 0.10], [-2.51, -1.24, -0.29], [-3.48, -0.77, -1.09], [3.29, 0.32, -2.19], [3.13, 0.06, -0.03], [0.54, 0.86, -0.25], [1.26, 0.72, -1.44], [-3.02, -2.38, 0.29], [-3.24, 0.45, 1.44], [2.39, 0.26, 1.11], [2.83, -0.16, 2.00], [2.58, 0.25, -1.30], [1.04, 0.52, 1.01]]
}



{
  "formula": "C8H7F3OSe",
  "method": "wB97M-V/def2-TZVPD",
  "homo_ev": [-6.24, -8.72],
  "e_tot_ha": -3085.15119,
  "e_above_lowest_kcal_mol": 71.0,
  "species": ["F", "H", "H", "H", "C", "C", "H", "C", "H", "C", "F", "O", "C", "C", "F", "Se", "C", "H", "H", "C"],
  "xyz": [[2.02, -1.41, 1.16], [-0.23, -1.17, -1.62], [0.71, 0.69, 2.08], [-2.11, 2.28, -1.65], [0.08, 2.39, 0.93], [-0.70, 2.83, -0.13], [0.69, 3.09, 1.48], [-0.70, 0.16, 0.56], [-2.17, -0.09, -1.00], [-0.78, -2.56, -0.42], [3.30, -1.15, -0.59], [-0.58, -2.07, -1.63], [-1.51, 0.60, -0.48], [2.50, -2.07, 0.02], [3.29, -3.07, 0.48], [-0.75, -1.68, 1.16], [-1.49, 1.93, -0.83], [-0.96, -3.63, -0.40], [-0.71, 3.88, -0.39], [0.09, 1.05, 1.27]]
}